Version A
{
  "formula": "C4H9ClN2",
  "method": "ωB97M-V with the def2-TZVPD basis set",
  "symbols": ["Cl", "N", "N", "C", "C", "C", "C", "H", "H", "H", "H", "H", "H", "H", "H", "H"],
  "xyz": [[2.787, -0.013, -0.143], [-0.678, -0.226, 1.176], [-0.063, -1.236, 0.454], [-0.760, -1.857, -0.636], [1.203, 0.319, -0.686], [-0.749, 1.195, 0.582], [0.671, 1.489, -0.002], [1.387, 1.666, 0.801], [-1.163, -2.762, -0.237], [0.978, 0.000, -1.758], [-0.282, -0.370, 2.154], [0.606, 2.344, -0.599], [-1.028, 1.810, 1.514], [-1.549, 1.142, -0.005], [-0.002, -2.183, -1.324], [-1.356, -1.317, -1.290]],
  "e_homo_ev": [-7.67, -7.65],
  "homo_lumo_gap_ev": [8.36, 8.46],
  "charge": 0
}

Version B
{
  "formula": "C4H9ClN2",
  "method": "ωB97M-V with the def2-TZVPD basis set",
  "symbols": ["Cl", "N", "N", "C", "C", "C", "C", "H", "H", "H", "H", "H", "H", "H", "H", "H"],
  "xyz": [[-0.074, -0.770, 3.722], [0.086, 0.043, 2.293], [-0.241, -0.828, 1.162], [1.068, -0.841, -0.825], [-1.364, -0.224, -0.848], [0.331, 1.358, 0.135], [-0.053, -0.111, -0.053], [-1.244, 0.262, -1.814], [1.967, -0.887, -0.216], [-1.627, -1.268, -0.995], [0.466, 1.837, -0.830], [-0.446, 1.878, 0.689], [1.286, -0.293, -1.738], [0.763, -1.854, -1.078], [1.253, 1.434, 0.704], [-2.172, 0.265, -0.307]],
  "e_homo_ev": [-10.11, -10.11],
  "smiles": "CC(C)(C)/N=N/Cl",
  "homo_lumo_gap_ev": [9.50, 9.50],
  "charge": 0
}

Version C
{
  "formula": "C4H9ClN2",
  "method": "ωB97M-V with the def2-TZVPD basis set",
  "symbols": ["Cl", "N", "N", "C", "C", "C", "C", "H", "H", "H", "H", "H", "H", "H", "H", "H"],
  "xyz": [[3.224, -1.069, 0.154], [2.785, 1.739, 0.515], [1.140, 0.357, -0.822], [2.486, 0.281, -0.634], [0.357, -0.608, -0.576], [-1.153, -0.666, -0.649], [-1.755, -0.631, 0.773], [-1.273, -1.472, -1.340], [1.927, 2.261, 0.576], [-1.640, -1.712, 1.092], [-2.743, -0.389, 0.674], [2.823, 1.302, 1.437], [0.699, -1.512, -0.115], [-1.389, 0.178, -1.135], [-1.248, -0.042, 1.520], [2.923, 0.747, -1.535]],
  "e_homo_ev": -9.25,
  "homo_lumo_gap_ev": 10.10,
  "charge": 0
}

Version D
{
  "formula": "C4H9ClN2",
  "method": "ωB97M-V with the def2-TZVPD basis set",
  "symbols": ["Cl", "N", "N", "C", "C", "C", "C", "H", "H", "H", "H", "H", "H", "H", "H", "H"],
  "xyz": [[1.874, -1.954, 0.202], [0.758, -0.944, -0.616], [-1.524, -0.152, 0.200], [-0.323, -0.317, 0.479], [1.344, 0.250, -1.217], [0.179, -0.056, 1.854], [-2.283, -0.474, -0.978], [0.821, 0.537, -2.098], [-0.621, 0.313, 2.546], [1.143, 0.534, 1.896], [1.497, 1.108, -0.534], [-3.189, -1.162, -0.606], [-1.713, -0.901, -1.739], [-2.815, 0.401, -1.532], [2.295, -0.162, -1.525], [0.777, -0.863, 2.377]],
  "e_homo_ev": -8.97,
  "smiles": "C/N=C(/C)N(C)Cl",
  "homo_lumo_gap_ev": 9.92,
  "charge": 0
}

Of the structures shown above, version C is the most stable.